Entry 1:
C33H23BrCoF4N2O4P as an isolated structure. Source: the OMol25 dataset; level of theory: wB97M-V/def2-TZVPD.

Last column: Löwdin spin population.
Cartesian coordinates (Å):
Co 0.405 -0.792 -0.011  1.197
N -1.388 -0.615 -1.439  0.023
C -1.746 -1.983 -1.863  0.002
C -0.569 -2.954 -1.780  0.005
O -0.601 -3.962 -2.504  0.002
N 0.322 -2.593 -0.875  0.027
C 1.436 -3.478 -0.598  0.002
C 2.537 -2.745 0.143  0.002
O 3.598 -3.323 0.375  0.000
O 2.284 -1.523 0.504  0.023
H -0.984 -0.112 -2.223  0.000
H -2.201 -0.079 -1.157  0.001
H -2.509 -2.360 -1.178  0.000
H -2.152 -2.021 -2.874  0.001
H 1.124 -4.305 0.054  0.000
H 1.847 -3.942 -1.496  0.000
F 2.704 5.798 3.537  0.000
C 2.323 4.861 2.660  0.000
C 1.607 5.217 1.544  0.000
F 1.298 6.504 1.331  0.000
C 1.219 4.242 0.635  0.001
F 0.569 4.698 -0.452  0.000
C 1.508 2.904 0.812  0.001
P 0.912 1.533 -0.323  -0.003
C -0.628 2.294 -0.980  0.000
C -1.677 2.457 -0.071  0.001
C -2.907 2.937 -0.497  0.000
C -3.117 3.242 -1.839  0.001
C -2.089 3.055 -2.750  0.000
C -0.850 2.585 -2.322  0.001
C 2.127 1.670 -1.678  0.000
C 2.399 2.851 -2.373  0.000
C 3.356 2.868 -3.375  0.000
C 4.057 1.705 -3.687  0.000
C 3.805 0.535 -2.990  0.000
C 2.844 0.516 -1.981  -0.001
C 2.271 2.573 1.936  0.000
Br 2.848 0.817 2.210  -0.002
C 2.663 3.538 2.850  0.000
F 3.386 3.229 3.931  0.000
H -1.534 2.170 0.965  0.000
H -3.710 3.059 0.219  0.000
H -4.078 3.615 -2.171  0.000
H -2.246 3.274 -3.800  0.000
H -0.058 2.440 -3.046  0.000
H 1.857 3.760 -2.135  0.000
H 3.558 3.787 -3.912  0.000
H 4.806 1.719 -4.469  0.000
H 4.357 -0.369 -3.213  0.000
H 2.675 -0.389 -1.405  0.000
O -0.731 0.321 2.258  -0.090
C -0.416 -0.687 1.657  -0.145
C -4.505 -3.806 1.973  0.001
C -4.320 -2.444 1.623  -0.001
C -3.084 -1.876 1.705  0.000
C -1.961 -2.635 2.142  -0.004
C -0.657 -2.077 2.222  -0.028
C 0.389 -2.815 2.667  -0.008
C 0.193 -4.166 3.057  0.000
C -1.036 -4.739 2.968  -0.005
C -2.149 -3.985 2.506  -0.001
C -3.448 -4.550 2.403  -0.001
H -5.488 -4.254 1.895  0.000
H -5.165 -1.854 1.289  0.000
H -2.943 -0.834 1.444  0.000
H 1.385 -2.388 2.659  -0.001
H 1.043 -4.745 3.394  0.000
H -1.182 -5.780 3.233  0.000
H -3.582 -5.593 2.669  0.000

Cartesian forces (eV/Å) of the 3 atoms listed first:
Co -0.04 -0.27 -0.07
N 0.09 -0.08 0.06
C -0.11 0.17 0.10

Values from the calculation:
- frontier orbital gap (spin up / spin down) (eV) = 6.7 / 7.2
- 2S+1 = 2
- total charge = -1
- largest force on an atom (eV/Å) = 0.74
- calculated total energy (a.u.) = -6379.50530
- relative energy (zero: lowest compared OMol25 entry of this formula, charge and spin) (eV) = 0.9309

---

Entry 2:
C33H23N4O5P2PtSe2 as an isolated structure in a non-equilibrium geometry. Source: the OMol25 dataset; level of theory: wB97M-V/def2-TZVPD.

Last column: Mulliken charge in e.
Cartesian coordinates (Å):
Pt 0.276 0.284 0.749  0.647
O -2.440 -3.738 4.747  -0.556
C -1.739 -2.879 3.964  1.206
C -0.354 -2.876 3.914  -0.351
C 0.304 -1.971 3.101  -0.209
N -0.374 -1.139 2.303  -0.483
C -1.710 -1.090 2.415  0.084
C -2.435 -1.935 3.225  -0.623
C -2.425 0.036 1.686  0.760
O -3.634 0.144 1.782  -0.713
O -1.656 0.831 1.018  -0.541
C 1.834 -1.847 3.275  0.109
O 2.393 -2.795 3.851  -0.823
O 2.305 -0.753 2.906  -0.473
H -1.818 -4.315 5.204  0.292
H 0.264 -3.534 4.513  0.450
H -3.509 -1.835 3.266  0.508
Se 7.007 0.585 -0.759  -0.366
P 5.987 -0.931 0.306  0.922
C 6.387 -2.608 -0.269  0.649
C 5.959 -3.710 0.471  -0.481
C 6.287 -4.988 0.051  -0.739
C 7.040 -5.172 -1.102  -0.432
C 7.466 -4.076 -1.837  -0.622
C 7.141 -2.792 -1.419  -0.589
C 6.398 -0.965 2.072  0.171
C 7.718 -0.751 2.473  -0.532
C 8.045 -0.825 3.817  -0.712
C 7.059 -1.108 4.761  -0.514
C 5.750 -1.315 4.360  -0.631
C 5.415 -1.243 3.013  0.791
C 4.193 -0.857 0.238  0.131
C 3.265 0.177 0.386  0.462
N 2.059 -0.414 0.242  0.450
N 2.215 -1.694 -0.013  -1.230
N 3.494 -1.979 -0.030  -0.029
P 3.230 1.927 0.699  0.333
Se 1.162 2.564 0.492  -0.556
C 3.979 2.267 2.301  0.910
C 3.176 2.603 3.385  -0.718
C 3.758 2.795 4.629  -0.682
C 5.129 2.645 4.787  -0.626
C 5.928 2.310 3.703  -0.976
C 5.357 2.121 2.455  0.062
C 4.187 2.777 -0.569  0.556
C 4.029 2.354 -1.886  -0.522
C 4.725 2.988 -2.899  -0.672
C 5.573 4.048 -2.601  -0.440
C 5.714 4.482 -1.292  -0.729
C 5.019 3.848 -0.271  -0.108
H 5.364 -3.569 1.364  0.385
H 5.948 -5.843 0.622  0.408
H 7.294 -6.174 -1.427  0.368
H 8.054 -4.217 -2.735  0.386
H 7.472 -1.925 -1.977  0.292
H 8.471 -0.510 1.731  0.373
H 9.068 -0.660 4.132  0.379
H 7.322 -1.163 5.811  0.403
H 4.960 -1.527 5.070  0.510
H 4.374 -1.367 2.738  -0.357
H 2.105 2.679 3.253  0.315
H 3.135 3.044 5.478  0.413
H 5.577 2.780 5.764  0.383
H 6.995 2.174 3.827  0.441
H 5.981 1.864 1.605  0.527
H 3.375 1.519 -2.110  0.382
H 4.617 2.647 -3.920  0.377
H 6.125 4.536 -3.394  0.383
H 6.373 5.309 -1.060  0.389
H 5.136 4.180 0.752  0.428

Cartesian forces (eV/Å) of the 3 atoms listed first:
Pt -0.37 0.13 1.03
O -0.01 -0.02 -0.01
C 0.11 0.03 0.01

Values from the calculation:
- frontier orbital gap (eV) = 7.8
- total charge = -1
- largest force on an atom (eV/Å) = 1.10
- calculated total energy (a.u.) = -7471.66650
- relative energy (zero: lowest compared OMol25 entry of this formula, charge and spin) (eV) = 0.0027

---

Entry 3:
C33H24AsF5N2O13P2SZn as an isolated structure. Source: the OMol25 dataset; level of theory: wB97M-V/def2-TZVPD.

Last column: Mulliken charge in e.
Cartesian coordinates (Å):
Zn -0.916 -0.015 -1.389  2.596
O -1.298 -2.286 -4.400  -0.570
P 0.029 -1.842 -3.594  0.521
O 1.172 -2.648 -4.048  -0.787
O -0.326 -1.801 -2.116  -0.261
O 0.221 -0.286 -4.082  -0.220
P -0.946 0.833 -4.100  1.156
O -1.642 0.630 -5.551  -0.585
O -0.365 2.184 -4.003  -0.743
O -1.978 0.334 -3.110  -0.781
H -2.040 -1.747 -4.090  0.368
H -1.151 1.155 -6.190  0.304
N 0.338 1.937 1.191  0.519
C 1.244 2.564 0.196  -0.709
C 1.758 1.490 -0.794  0.272
O 2.812 1.713 -1.360  -0.777
O 1.009 0.456 -0.879  0.167
H -0.522 2.514 1.385  0.294
H 0.824 1.714 2.059  0.499
H 0.014 1.045 0.782  -0.719
H 2.080 3.035 0.705  0.491
H 0.674 3.307 -0.358  0.202
F -6.230 -2.341 2.441  -0.350
C -5.063 -1.862 1.962  0.660
C -5.032 -1.063 0.831  -0.022
F -6.183 -0.765 0.205  -0.332
C -3.835 -0.576 0.346  -0.081
F -3.854 0.184 -0.758  -0.258
C -2.591 -0.852 0.950  0.375
O -1.466 -0.401 0.507  0.131
C -2.674 -1.676 2.089  -0.505
F -1.541 -2.029 2.732  -0.271
C -3.867 -2.163 2.586  -0.127
F -3.869 -2.944 3.683  -0.332
C 2.743 -6.223 3.062  -0.457
C 2.479 -6.276 1.700  -0.673
C 2.063 -5.136 1.030  -0.490
C 1.919 -3.918 1.695  0.547
C 2.183 -3.879 3.059  -0.245
C 2.588 -5.023 3.737  -0.654
As 1.250 -2.405 0.594  0.069
C 1.954 -1.044 1.818  0.088
C 1.373 -0.585 2.992  0.002
C 2.000 0.414 3.734  -0.893
C 3.187 0.976 3.277  -0.743
C 3.771 0.521 2.102  -0.557
C 3.174 -0.510 1.382  0.714
C 3.700 -1.108 0.143  0.566
C 4.874 -0.737 -0.499  -0.592
C 5.216 -1.342 -1.697  -0.754
C 4.383 -2.295 -2.268  -0.758
C 3.209 -2.673 -1.632  -0.944
C 2.891 -2.102 -0.411  0.682
H 3.063 -7.112 3.593  0.348
H 2.591 -7.207 1.158  0.378
H 1.850 -5.194 -0.032  0.367
H 2.080 -2.952 3.608  0.256
H 2.788 -4.969 4.801  0.386
H 0.425 -0.988 3.319  0.306
H 1.549 0.769 4.653  0.385
H 3.661 1.772 3.839  0.350
H 4.690 0.969 1.750  0.361
H 5.499 0.050 -0.095  0.305
H 6.117 -1.035 -2.215  0.351
H 4.622 -2.714 -3.237  0.395
H 2.516 -3.340 -2.128  0.395
O -1.963 5.740 1.737  -0.752
S -2.876 4.733 1.244  1.185
O -4.051 4.490 2.043  -0.729
N -2.091 3.363 0.891  -0.753
C -2.107 3.094 -0.428  -0.352
O -1.556 2.152 -0.996  -0.173
C -2.847 4.129 -1.230  0.326
C -2.981 4.171 -2.606  -0.188
C -3.671 5.251 -3.141  -0.746
C -4.193 6.251 -2.319  -0.393
C -4.032 6.208 -0.940  -0.637
C -3.350 5.124 -0.423  -0.096
H -2.530 3.396 -3.213  0.520
H -3.799 5.326 -4.213  0.410
H -4.723 7.083 -2.766  0.351
H -4.421 6.988 -0.300  0.409

Cartesian forces (eV/Å) of the 3 atoms listed first:
Zn -0.13 -0.03 0.23
O 0.00 -0.08 -0.02
P -0.08 -0.02 -0.02

Values from the calculation:
- frontier orbital gap (eV) = 7.7
- total charge = -2
- largest force on an atom (eV/Å) = 0.51
- calculated total energy (a.u.) = -7955.43931
- relative energy (zero: lowest compared OMol25 entry of this formula, charge and spin) (eV) = 0.0000